{
  "formula": "C3H4Br2",
  "method": "ωB97M-V/def2-TZVPD",
  "symbols": ["H", "H", "C", "Br", "C", "H", "C", "Br", "H"],
  "positions_angstrom": [[-1.452, -2.006, 0.062], [0.904, 1.119, -1.262], [-0.547, -1.445, -0.134], [-2.326, 0.479, 0.885], [-0.689, -0.164, 0.147], [0.680, 2.238, 0.287], [0.821, 1.230, -0.114], [2.260, 0.471, 0.830], [0.350, -1.923, -0.702]],
  "e_above_lowest_kj_mol": 234.92,
  "spin_multiplicity": 3,
  "total_energy_ha": -5264.47236,
  "lumo_ev": [0.8, -3.2],
  "homo_ha": [-0.2184, -0.3513],
  "orbital_gap_ev": [6.8, 6.4]
}